Molecular formula: C5H8O
Method: DFT, wB97M-V/def2-TZVPD

Output
**Structure (SMILES)**: C[C@@H]1OC12CC2
**HOMO level**: -9.604 eV
**Net charge**: 0
**Molar mass**: 84.12 g mol⁻¹
**ΔE to the lowest compared entry with this formula, charge and spin**: 236.9 kJ/mol
**Total energy**: -270.4677 hartree

```
14
C5H8O, DFT wB97M-V/def2-TZVPD
C 0.24085 1.74943 0.99095
C -0.76682 0.74482 0.48872
O -0.72657 -0.49015 1.23323
C -0.29955 -0.49328 -0.10188
C 0.91476 -1.01899 -0.76015
C -0.47421 -1.58007 -1.08029
H 0.67704 2.34584 0.18426
H -0.21181 2.42486 1.72328
H 1.04076 1.19478 1.48958
H -1.76797 1.11056 0.25448
H 1.62915 -1.62860 -0.21634
H 1.35144 -0.37998 -1.52664
H -0.90339 -1.44491 -2.06843
H -0.70369 -2.53432 -0.61079
```